187
Properties=species:S:1:pos:R:3:lowdin_charge:R:1 method="wB97M-V/def2-TZVPD" e_above_lowest_kj_mol=157.24 largest_force_ha_per_bohr=0.100 e_lumo_ev=2.01 energy_ha=-3592.61212 multiplicity=1 total_charge=-1
O 13.882 -12.493 24.091 0.098
C 12.817 -13.090 24.330 -0.336
O 12.066 -13.661 23.440 0.215
B 10.751 -14.082 24.029 -0.826
O 10.905 -13.800 25.484 0.209
C 12.066 -13.143 25.703 -0.280
O 12.393 -12.663 26.799 0.096
O 10.538 -15.522 23.675 0.248
C 9.433 -15.485 22.937 -0.355
O 8.953 -16.452 22.377 0.117
C 8.850 -14.120 22.883 -0.450
O 9.623 -13.351 23.467 0.289
O 7.836 -13.836 22.266 0.134
C 17.334 -11.747 22.174 -0.061
C 16.076 -11.862 21.279 -0.477
C 16.539 -11.980 19.834 -0.061
O 15.349 -13.013 21.682 -0.060
H 17.971 -10.901 21.915 0.070
H 17.960 -12.614 21.962 0.077
H 17.171 -11.733 23.252 0.058
H 15.463 -10.970 21.412 0.126
H 17.155 -12.854 19.624 0.079
H 17.125 -11.099 19.573 0.075
H 15.731 -12.081 19.110 0.072
H 14.821 -12.781 22.450 0.028
C 12.794 -17.798 19.468 -0.051
C 12.015 -16.542 19.975 -0.448
C 12.757 -15.633 20.989 -0.022
O 11.732 -15.833 18.788 -0.065
H 13.038 -18.577 20.190 0.066
H 13.715 -17.587 18.925 0.075
H 12.138 -18.354 18.797 0.062
H 11.095 -16.858 20.466 0.118
H 12.675 -16.020 22.005 0.068
H 12.385 -14.608 20.982 0.056
H 13.808 -15.691 20.706 0.081
H 10.977 -16.264 18.381 0.036
C 7.784 -15.187 17.749 -0.039
C 8.468 -16.140 18.709 -0.502
C 7.442 -16.972 19.498 -0.047
O 9.323 -17.017 18.073 -0.041
H 8.469 -14.438 17.352 0.076
H 6.853 -14.830 18.189 0.077
H 7.417 -15.708 16.865 0.077
H 8.976 -15.548 19.471 0.123
H 7.854 -17.510 20.352 0.069
H 6.911 -17.672 18.853 0.087
H 6.745 -16.307 20.008 0.071
H 8.944 -17.895 18.161 0.101
C 6.560 -17.187 24.868 -0.057
C 6.263 -18.331 23.942 -0.514
C 5.289 -17.958 22.807 -0.037
O 7.474 -18.651 23.366 -0.055
H 5.706 -16.857 25.460 0.083
H 7.109 -16.331 24.475 0.070
H 7.395 -17.545 25.470 0.085
H 5.913 -19.159 24.558 0.137
H 4.395 -17.707 23.378 0.059
H 5.034 -18.783 22.142 0.077
H 5.695 -17.076 22.312 0.071
H 7.911 -17.856 23.051 0.032
C 12.120 -11.153 20.466 -0.048
C 11.983 -12.165 19.353 -0.482
C 10.623 -12.813 19.433 -0.061
O 12.198 -11.587 18.062 -0.036
H 12.058 -11.722 21.393 0.073
H 11.279 -10.459 20.475 0.076
H 13.037 -10.568 20.530 0.076
H 12.663 -12.999 19.525 0.120
H 10.382 -13.264 20.396 0.073
H 10.512 -13.521 18.612 0.067
H 9.819 -12.092 19.287 0.084
H 12.273 -10.638 18.186 0.074
C 12.342 -14.711 29.470 -0.063
C 11.816 -16.086 29.396 -0.562
C 11.747 -16.678 28.007 -0.036
O 12.745 -16.787 30.130 -0.033
H 12.480 -14.285 30.464 0.084
H 11.630 -14.086 28.932 0.079
H 13.294 -14.721 28.940 0.089
H 10.815 -16.172 29.819 0.135
H 10.981 -16.139 27.448 0.082
H 11.583 -17.752 28.091 0.080
H 12.671 -16.548 27.444 0.077
H 12.441 -17.692 30.024 0.083
C 16.903 -14.506 24.768 -0.052
C 15.714 -14.964 25.543 -0.482
C 15.088 -16.210 24.840 -0.036
O 16.207 -15.360 26.793 -0.048
H 17.549 -15.345 24.512 0.084
H 17.502 -13.819 25.365 0.068
H 16.644 -14.058 23.808 0.063
H 14.938 -14.242 25.798 0.114
H 14.528 -15.939 23.946 0.068
H 14.333 -16.766 25.396 0.066
H 15.817 -16.971 24.559 0.077
H 16.401 -16.288 26.641 0.076
C 2.359 -14.895 23.266 -0.014
C 2.970 -13.753 22.360 -0.454
C 1.769 -12.842 21.991 -0.158
C 1.242 -11.840 22.995 -0.183
C 2.372 -10.997 23.580 -0.181
C 3.511 -11.844 24.051 -0.477
N 3.933 -12.903 23.061 -0.097
O 5.101 -13.567 23.400 -0.012
C 4.629 -10.823 24.451 -0.026
C 2.963 -12.400 25.382 -0.053
C 3.530 -14.297 20.991 -0.016
H 1.888 -14.527 24.178 0.057
H 3.142 -15.623 23.479 0.060
H 1.643 -15.478 22.687 0.074
H 1.956 -12.273 21.081 0.114
H 0.926 -13.501 21.781 0.112
H 0.639 -12.381 23.725 0.103
H 0.487 -11.218 22.514 0.108
H 2.011 -10.259 24.297 0.120
H 2.801 -10.336 22.828 0.115
H 5.466 -11.423 24.808 0.077
H 4.876 -10.266 23.547 0.080
H 4.233 -10.159 25.219 0.084
H 3.751 -12.952 25.893 0.088
H 2.527 -11.608 25.991 0.081
H 2.100 -13.065 25.415 0.056
H 4.434 -14.894 21.115 0.061
H 3.808 -13.510 20.291 0.079
H 2.791 -14.942 20.517 0.079
H 5.792 -13.238 22.822 0.073
C 9.887 -6.377 22.955 -0.050
C 9.183 -7.443 23.768 -0.476
C 9.214 -8.676 22.874 -0.163
C 8.776 -9.909 23.665 -0.166
C 9.666 -10.099 24.938 -0.106
C 9.574 -8.872 25.887 -0.443
N 9.883 -7.610 25.106 -0.096
O 9.979 -6.504 25.952 -0.005
C 8.178 -8.854 26.610 -0.032
C 10.636 -9.131 27.004 -0.048
C 7.640 -7.039 23.904 -0.025
H 9.852 -5.444 23.517 0.072
H 9.306 -6.247 22.041 0.090
H 10.953 -6.605 22.931 0.094
H 8.512 -8.622 22.042 0.124
H 10.218 -8.966 22.563 0.115
H 8.912 -10.758 22.995 0.098
H 7.697 -9.799 23.779 0.089
H 10.688 -10.245 24.587 0.117
H 9.528 -11.048 25.455 0.116
H 7.449 -9.427 26.038 0.061
H 8.173 -9.483 27.500 0.073
H 7.809 -7.908 27.008 0.075
H 10.603 -8.395 27.808 0.075
H 10.473 -10.088 27.501 0.083
H 11.613 -8.956 26.555 0.078
H 7.145 -6.997 22.934 0.078
H 7.591 -6.063 24.387 0.069
H 6.954 -7.658 24.483 0.059
H 9.066 -6.229 26.067 0.075
C 15.213 -10.025 26.249 -0.034
C 16.241 -10.396 27.271 -0.444
C 16.838 -9.132 27.921 -0.174
C 16.024 -8.547 28.989 -0.220
C 15.672 -9.598 30.065 -0.128
C 14.820 -10.763 29.462 -0.439
N 15.592 -11.307 28.332 -0.111
O 15.120 -12.541 27.911 -0.007
C 14.816 -11.852 30.594 -0.034
C 13.336 -10.311 29.101 -0.012
C 17.428 -11.160 26.641 -0.028
H 14.554 -9.185 26.469 0.074
H 14.528 -10.868 26.158 0.065
H 15.665 -9.821 25.278 0.087
H 17.770 -9.431 28.400 0.111
H 17.190 -8.293 27.322 0.126
H 15.143 -8.097 28.532 0.108
H 16.455 -7.686 29.502 0.109
H 15.047 -9.011 30.737 0.105
H 16.551 -9.872 30.648 0.116
H 14.177 -11.531 31.417 0.080
H 14.320 -12.776 30.297 0.046
H 15.795 -12.228 30.892 0.086
H 13.243 -9.915 28.090 0.045
H 12.597 -11.111 29.136 0.066
H 12.935 -9.581 29.805 0.077
H 17.887 -10.701 25.765 0.080
H 17.001 -12.039 26.158 0.049
H 18.208 -11.475 27.335 0.088
H 14.193 -12.368 27.731 0.042